1.
{"formula": "C3H5NO2", "method": "ωB97M-V/def2-TZVPD", "charge": 0, "homo_ev": -9.030, "elements": ["O", "O", "N", "C", "C", "C", "H", "H", "H", "H", "H"], "coordinates": [[0.3491, 0.1031, 0.3093], [-0.6716, -1.7952, -0.4494], [2.4917, 0.0920, 0.7878], [-0.7355, -0.6426, -0.1464], [1.3980, -0.6701, 0.6528], [-1.9294, 0.2486, -0.2227], [-2.7540, -0.3079, -0.6609], [-1.6914, 1.1294, -0.8256], [3.0212, -0.5925, 0.2412], [2.4492, 1.0970, 0.5588], [-2.1887, 0.5886, 0.7842]]}

2.
{"formula": "C3H5NO2", "method": "ωB97M-V/def2-TZVPD", "charge": 0, "smiles": "CO/N=C\\C=O", "homo_ev": -9.624, "elements": ["O", "O", "N", "C", "C", "C", "H", "H", "H", "H", "H"], "coordinates": [[0.9450, 0.2541, -0.2804], [-1.8218, -0.7840, -1.3018], [0.4881, 0.2204, 0.9561], [-0.5466, -0.5325, 1.0373], [-1.5890, -0.7893, -0.0010], [2.1556, 1.3424, -0.3020], [2.6361, 0.8633, -1.2717], [-2.5447, -1.2562, 0.4757], [1.7271, 2.3552, -0.4897], [2.5454, 1.2686, 0.6638], [-0.8864, -0.6583, 2.1811]]}

3.
{"formula": "C3H5NO2", "method": "ωB97M-V/def2-TZVPD", "charge": 0, "smiles": "[H]/N=C/OC(C)=O", "homo_ev": -10.586, "elements": ["O", "O", "N", "C", "C", "C", "H", "H", "H", "H", "H"], "coordinates": [[-0.0324, -1.1970, -1.1581], [0.1737, 0.0068, 0.7520], [2.2008, 0.6148, -0.1056], [-0.5001, -0.4313, -0.3651], [1.5477, -0.0198, 0.7592], [-1.8813, 0.1573, -0.3909], [-2.4222, -0.1063, 0.5237], [1.9236, -0.5826, 1.6185], [-1.8028, 1.2483, -0.4290], [3.2006, 0.5270, 0.0644], [-2.4077, -0.2171, -1.2689]]}

4.
{"formula": "C3H5NO2", "method": "ωB97M-V/def2-TZVPD", "charge": 0, "homo_ev": -9.168, "elements": ["O", "O", "N", "C", "C", "C", "H", "H", "H", "H", "H"], "coordinates": [[-0.6316, -0.8305, 0.8943], [-0.1279, 1.1670, 0.0940], [-1.4729, -2.4538, -0.3941], [-1.0358, -1.2783, -0.3524], [1.2949, 1.5014, 0.2573], [-0.2304, 0.3940, 1.1953], [1.4467, 2.1701, 1.1099], [-0.9379, -0.5526, -1.1574], [1.4934, 1.9449, -0.7035], [-1.7537, -2.6841, -1.3439], [1.9552, 0.6219, 0.4003]]}

5.
{"formula": "C3H5NO2", "method": "ωB97M-V/def2-TZVPD", "charge": 0, "smiles": "C=C/C=[N+](/[O-])O", "homo_ev": -9.119, "elements": ["O", "O", "N", "C", "C", "C", "H", "H", "H", "H", "H"], "coordinates": [[1.4351, 0.6790, -0.2064], [1.1920, 1.2168, -2.3484], [0.6650, 0.6501, -1.3501], [-0.4673, 0.0487, -1.1419], [-0.8011, -0.4511, 0.4884], [-0.3933, -0.6802, 1.7659], [2.2651, 1.1336, -0.4879], [-1.4859, -0.0120, -1.5767], [-1.8282, -0.8896, 0.2505], [-1.1172, -1.2415, 2.3516], [0.5358, -0.4537, 2.2550]]}

6.
{"formula": "C3H5NO2", "method": "ωB97M-V/def2-TZVPD", "charge": 0, "homo_ev": -8.973, "elements": ["O", "O", "N", "C", "C", "C", "H", "H", "H", "H", "H"], "coordinates": [[1.4418, 0.7219, 1.2674], [1.4082, -1.1562, -0.1143], [-0.5673, -0.0563, 0.3629], [1.6197, 1.4489, 0.2065], [-1.3632, -0.8218, -0.5795], [0.7829, -0.2405, 0.3355], [-0.8815, 0.8844, 0.5469], [-0.9975, -1.8483, -0.5810], [2.2676, 2.3126, 0.4020], [-2.4021, -0.8180, -0.2452], [-1.3085, -0.4267, -1.6013]]}

How do the records compare in strongest force on any atom? In the order shown, they have 2.02, 6.75, 0.54, 1.46, 5.66, 1.34 eV/Å.
How do the records compare in LUMO? In the order shown, they have 0.86, -0.53, 0.91, 0.66, 0.31, 0.21 eV.
How do the records compare in frontier orbital gap? In the order shown, they have 9.9, 9.1, 11.5, 9.8, 9.4, 9.2 eV.